# 1
# C63H128BF4N7O6

A cluster of 8 separate species, C63H128BF4N7O6 in total at a distorted geometry (ωB97M-V with the def2-TZVPD basis set, OMol25).

Last column: Mulliken charge in e.
Atoms and positions in Å:
C 4.97015 -1.11593 4.14321  -1.301
C 5.11320 -0.58548 2.72320  -0.235
C 4.27459 -1.30368 1.62366  0.464
C 4.48523 -2.88955 1.39572  -0.866
N 3.85220 -3.38042 0.10820  0.985
C 4.15682 -4.88120 -0.06642  -0.251
C 4.80316 -5.15097 -1.44240  -1.106
C 4.34171 -3.81806 -2.26740  -0.438
C 4.45214 -2.77716 -1.14233  -0.872
C 2.29636 -3.25894 0.13811  -1.961
H 5.96602 -1.03593 4.57905  0.312
H 4.49032 -2.09144 4.22215  0.328
H 4.27636 -0.36082 4.51276  0.352
H 6.14177 -0.60843 2.36317  0.658
H 4.85675 0.47174 2.79113  -0.433
H 4.50237 -0.77734 0.69674  0.171
H 3.28443 -0.99966 1.96314  -0.240
H 4.04251 -3.43241 2.23083  0.604
H 5.55435 -3.07216 1.28734  0.373
H 3.27369 -5.51995 -0.05284  0.245
H 4.91756 -5.10325 0.68195  0.479
H 4.43449 -6.02003 -1.98730  0.422
H 5.88964 -5.18973 -1.52086  0.315
H 3.35998 -3.94340 -2.72412  0.102
H 5.03112 -3.47578 -3.03920  0.608
H 4.03894 -1.78591 -1.32882  0.072
H 5.50145 -2.52493 -0.98921  0.526
H 1.94072 -2.23209 0.22297  0.316
H 1.88145 -3.95495 0.86716  0.882
H 1.88030 -3.65092 -0.78998  0.404
C -2.61338 2.10268 8.05652  -1.772
C -2.70670 2.15895 6.51215  0.928
C -1.86095 3.41868 6.10501  -1.300
C -1.41375 3.42173 4.64299  -0.818
C -0.51334 2.20544 4.38383  0.363
C -1.23928 0.82195 4.52898  2.080
N -1.99692 0.89920 5.88812  0.688
O -1.54091 -0.15431 6.80171  -0.269
C -0.11521 -0.24819 4.49466  -1.920
C -2.24480 0.61265 3.38633  -1.258
C -4.25893 2.13172 6.02531  -1.122
H -1.62139 1.95724 8.48421  0.433
H -3.15504 1.24131 8.44733  0.479
H -3.02736 2.98389 8.54661  0.396
H -0.89726 3.45588 6.61298  0.369
H -2.44116 4.29614 6.39052  0.634
H -0.90347 4.37363 4.49598  0.378
H -2.19663 3.40962 3.88468  0.249
H 0.30316 2.34505 5.09230  0.834
H -0.13190 2.20673 3.36275  -1.305
H 0.54367 -0.26874 5.36274  0.637
H 0.53602 -0.18040 3.62322  -0.115
H -0.54843 -1.24837 4.48698  0.557
H -3.17101 1.16759 3.53558  0.357
H -2.62818 -0.40590 3.44697  0.433
H -1.77136 0.81263 2.42510  -0.257
H -4.36779 1.62804 5.06482  0.308
H -4.42036 3.20133 6.15938  0.405
H -4.87805 1.65514 6.78536  0.401
C -2.86009 -0.60789 -3.58937  -1.566
C -2.60127 -2.06572 -4.12805  1.605
C -2.99209 -2.92283 -2.89763  -1.575
C -2.90265 -4.44155 -3.29611  -0.666
C -3.53379 -4.77705 -4.68074  -1.405
C -4.42770 -3.60023 -5.32021  1.135
N -3.60670 -2.30689 -5.21750  0.777
O -3.91326 -1.22320 -6.11126  -0.270
C -5.73121 -3.19462 -4.54252  -1.451
C -4.72848 -3.82017 -6.80674  -1.590
C -1.26892 -2.49489 -4.58790  -1.566
H -3.90776 -0.41473 -3.35878  0.524
H -2.59063 0.24260 -4.21560  0.510
H -2.35000 -0.49838 -2.63233  0.114
H -4.02309 -2.79261 -2.56870  0.666
H -2.39693 -2.72604 -2.00591  0.340
H -3.38400 -4.95169 -2.46176  0.696
H -1.86878 -4.77743 -3.37613  0.265
H -4.13254 -5.68748 -4.65420  0.517
H -2.81610 -5.03293 -5.46019  0.485
H -5.81964 -3.44587 -3.48556  0.343
H -6.56596 -3.85601 -4.77461  0.417
H -5.99782 -2.14079 -4.62289  0.413
H -5.10613 -4.83844 -6.89952  0.431
H -3.87579 -3.60734 -7.45150  0.421
H -5.56632 -3.24906 -7.20669  0.416
H -1.17826 -3.40490 -5.18100  0.376
H -0.59073 -2.60113 -3.74122  -0.017
H -0.81973 -1.74920 -5.24385  0.564
C 0.91025 0.91352 -5.18635  -1.160
C 1.89070 0.57832 -4.09503  2.200
C 2.21167 -0.96986 -3.93424  0.582
C 3.10086 -1.52498 -5.02431  -0.879
C 4.45164 -0.75628 -4.99039  -1.264
C 4.35663 0.78801 -5.28769  1.199
N 3.23718 1.27697 -4.34399  0.993
O 3.27379 2.62383 -4.01082  -0.290
C 3.94085 1.10146 -6.74729  -1.521
C 5.69168 1.58083 -4.91753  -1.673
C 1.32879 1.01516 -2.64271  -1.366
H -0.09318 0.56206 -4.94611  -0.031
H 1.16857 0.57901 -6.19108  0.318
H 0.61008 1.96043 -5.14186  0.399
H 1.31815 -1.59209 -3.88372  -0.798
H 2.42625 -1.28184 -2.91212  -0.448
H 2.81232 -1.57882 -6.07404  0.465
H 3.08151 -2.60052 -4.84845  0.479
H 5.13663 -1.21213 -5.70530  0.474
H 4.93481 -0.85518 -4.01835  0.275
H 3.34317 2.00380 -6.87630  0.367
H 3.17413 0.44173 -7.15349  0.338
H 4.75893 1.03407 -7.46444  0.468
H 6.54333 1.25954 -5.51716  0.426
H 5.94615 1.47204 -3.86325  0.372
H 5.61021 2.61388 -5.25558  0.459
H 0.33716 0.56266 -2.64613  -0.217
H 1.21683 2.08339 -2.45711  0.332
H 1.89034 0.57810 -1.81704  0.313
C 2.59348 1.67560 1.96476  -1.686
C 2.84151 3.25925 1.84659  2.157
C 4.29161 3.56999 2.27636  -1.395
C 4.80859 4.96796 2.00330  -0.895
C 4.59347 5.21167 0.49256  -1.061
C 3.15542 4.94201 -0.11230  1.434
N 2.62933 3.67457 0.39225  0.486
O 1.44527 3.15928 -0.16307  0.758
C 3.29048 4.84004 -1.63722  -2.178
C 2.22362 6.14234 0.27990  -1.403
C 1.82766 4.03176 2.70200  -1.711
H 1.56516 1.47880 1.66156  -0.326
H 2.59307 1.23586 2.96212  0.719
H 3.22207 1.10684 1.27956  0.355
H 4.89086 2.89034 1.67049  0.506
H 4.58169 3.17660 3.25063  0.544
H 5.85313 5.19907 2.21215  0.509
H 4.38515 5.67785 2.71384  0.434
H 5.21589 4.57428 -0.13547  0.379
H 4.91447 6.23786 0.31363  0.435
H 3.75334 5.66299 -2.18185  0.489
H 2.34397 4.62005 -2.13100  0.229
H 3.93493 3.98910 -1.85785  0.463
H 1.92486 6.30897 1.31483  0.329
H 1.23793 6.05149 -0.17646  0.295
H 2.63860 7.13051 0.08137  0.447
H 1.74751 3.62269 3.70915  0.278
H 0.84448 3.99907 2.23255  0.256
H 2.29055 5.00534 2.86314  0.478
C -2.50859 7.48958 -1.04306  -1.483
C -3.85755 6.61826 -0.96990  0.939
C -4.41484 6.47510 -2.41520  -0.912
C -3.84774 5.28932 -3.12841  -0.759
C -3.92773 4.03448 -2.30147  -1.389
C -3.16002 4.08736 -0.98575  2.036
N -3.62678 5.28853 -0.25739  0.784
O -3.31761 5.28861 1.05466  -0.267
C -1.58031 4.28163 -1.26963  -1.579
C -3.50741 2.73600 -0.23595  -1.636
C -5.03391 7.38231 -0.27609  -1.573
H -2.70503 8.38208 -1.63715  0.477
H -1.71429 7.12759 -1.69587  0.283
H -2.21271 7.84771 -0.05701  0.421
H -4.27804 7.31297 -3.09884  0.464
H -5.46739 6.19553 -2.36964  0.361
H -2.79823 5.41445 -3.39482  0.298
H -4.30664 5.15179 -4.10749  0.462
H -3.65847 3.11739 -2.82544  0.251
H -4.99884 3.93509 -2.12555  0.515
H -1.18380 3.28755 -1.47620  0.213
H -1.10888 4.70851 -0.38441  0.493
H -1.34899 4.91499 -2.12605  0.385
H -3.13617 1.91711 -0.85214  0.025
H -4.52535 2.80851 0.14699  0.593
H -2.97428 2.48579 0.68125  0.247
H -4.95484 7.66952 0.77242  0.392
H -5.92102 6.75101 -0.32705  0.449
H -5.24758 8.33966 -0.75140  0.394
C -1.00348 -7.30331 4.93203  -1.723
C -2.08620 -6.29482 4.61786  1.540
C -1.63943 -4.89599 4.96060  -1.545
C -0.42637 -4.42017 4.12962  -0.485
C -0.89996 -4.28007 2.68906  -0.142
C -1.47805 -5.56445 2.05243  1.885
N -2.49909 -6.15822 3.09595  0.290
O -3.26031 -7.26239 2.63981  -0.480
C -0.40021 -6.49195 1.53335  -1.764
C -2.43002 -5.28881 0.79302  -1.979
C -3.33164 -6.75746 5.48124  -1.761
H -1.24245 -8.34226 4.70493  0.404
H -0.83531 -7.36337 6.00731  0.448
H -0.03706 -7.10232 4.46973  0.269
H -1.40265 -4.90014 6.02456  0.528
H -2.47245 -4.21082 4.80334  0.404
H 0.37806 -5.11589 4.36829  0.439
H -0.11133 -3.42446 4.44173  0.182
H -0.10746 -3.91018 2.03850  -0.500
H -1.70070 -3.54055 2.69391  0.347
H 0.14389 -6.14874 0.65343  0.307
H -0.88550 -7.43952 1.29947  0.473
H 0.39648 -6.73524 2.23633  0.346
H -2.01369 -4.80230 -0.08908  0.383
H -3.09035 -4.48735 1.12426  0.509
H -3.13250 -6.06770 0.49646  0.514
H -3.10356 -6.59229 6.53423  0.440
H -3.65109 -7.79783 5.42063  0.371
H -4.23130 -6.19028 5.24246  0.389
B -0.70208 -0.42799 0.07490  -0.145
F -0.57686 -1.18677 1.21598  -0.146
F -0.00754 -1.01622 -0.93028  0.369
F -1.97907 -0.34207 -0.33723  -0.297
F -0.27692 0.87736 0.44888  -0.514

The total energy comes out at -101603.611 eV. The gap between HOMO and LUMO (alpha / beta) comes out at 1.716 / 2.290 eV. The calculation puts the LUMO energy (alpha / beta) at -0.519 / -0.519 Eh. Its total charge is +5. As for the spin multiplicity: 2. The value obtained for the highest occupied orbital energy (alpha / beta) is -0.58163 / -0.60272 hartree.

***

# 2
# C4H4S

An isolated molecule of C4H4S at a distorted geometry (ωB97M-V with the def2-TZVPD basis set, OMol25).

Last column: Mulliken charge in e.
Atoms and positions in Å:
C -1.87781 0.76965 -2.29246  -1.186
C -1.16926 0.31372 -1.09233  1.147
C -0.56409 -0.01842 -0.11749  -0.084
C 0.12773 -0.45654 1.04831  -0.818
H -2.62802 0.02163 -2.61411  0.292
H -1.18084 0.94104 -3.11288  0.290
H -2.43084 1.73937 -2.07391  0.263
H -0.50062 -0.91000 1.80156  0.292
S 1.72756 -0.34016 1.29520  -0.195

The total energy comes out at -15045.574 eV. The gap between HOMO and LUMO comes out at 8.135 eV. The calculation puts the LUMO energy at -0.027 Eh. Its structure (SMILES) is CC#CC=S. The energy above the lowest of the compared OMol25 structures with the same formula, charge and spin comes out at 48.5 kcal/mol. The value obtained for the highest occupied orbital energy is -0.32595 hartree.

***

| no. | molecular weight (g/mol) |
| --- | --- |
| 1 | 1166.6 |
| 2 | 84.1 |